ORCA calculation (wB97M-V/def2-TZVPD) on C24H23N9O2PPd as an isolated structure.

Element x y z (Å)
Pd1 -1.081 -0.487 -0.864
C1 4.404 1.779 2.446
N1 3.957 0.511 1.845
C2 4.725 -0.499 1.485
C3 3.828 -1.519 0.976
N2 2.580 -1.094 1.057
C4 2.629 0.142 1.566
P1 1.182 1.234 1.937
C5 -0.100 -0.016 2.174
N3 -0.893 -0.604 1.279
C6 -1.739 -1.418 1.972
C7 -1.461 -1.317 3.306
N4 -0.435 -0.431 3.423
C8 0.174 -0.023 4.692
C9 0.845 1.855 0.264
N5 0.306 1.206 -0.773
C10 0.325 2.071 -1.828
C11 0.891 3.250 -1.434
N6 1.210 3.109 -0.117
C12 1.826 4.166 0.691
H1 5.463 1.699 2.673
H2 3.846 1.956 3.362
H3 4.243 2.591 1.741
H4 5.801 -0.495 1.588
H5 4.110 -2.480 0.572
H6 -2.494 -2.013 1.486
H7 -1.911 -1.793 4.161
H8 -0.430 -0.419 5.503
H9 0.192 1.061 4.768
H10 1.181 -0.427 4.780
H11 -0.073 1.805 -2.792
H12 1.076 4.164 -1.973
H13 1.379 5.119 0.418
H14 2.896 4.211 0.501
H15 1.635 3.982 1.745
O1 -3.589 -1.099 -4.194
C13 -3.058 -0.636 -3.182
N7 -2.038 -1.272 -2.568
C14 -1.747 -2.446 -3.157
O2 -2.340 -2.817 -4.175
C15 -0.723 -3.264 -2.458
C16 -0.389 -4.520 -2.919
C17 0.516 -5.268 -2.173
C18 1.027 -4.722 -1.013
C19 0.639 -3.438 -0.635
N8 -0.217 -2.712 -1.342
C20 -3.488 0.632 -2.524
C21 -4.545 1.371 -3.012
C22 -4.907 2.528 -2.326
C23 -4.194 2.882 -1.197
C24 -3.136 2.079 -0.782
N9 -2.784 0.974 -1.426
H16 -0.839 -4.902 -3.826
H17 0.800 -6.262 -2.492
H18 1.714 -5.282 -0.393
H19 1.020 -2.976 0.267
H20 -5.069 1.041 -3.899
H21 -5.735 3.132 -2.672
H22 -4.449 3.768 -0.631
H23 -2.557 2.332 0.098

Forces on the atoms, in the same order (eV/Å):
0.04 -0.16 0.00
-0.02 -0.04 -0.01
-0.03 0.05 0.02
-0.04 -0.04 -0.02
0.08 0.08 0.01
-0.03 -0.11 0.00
-0.09 0.04 -0.11
-0.03 0.06 0.09
-0.01 0.05 -0.10
0.06 0.00 0.11
0.00 0.04 0.02
0.03 -0.03 -0.01
-0.05 -0.02 0.01
0.01 0.00 0.00
0.08 -0.19 -0.02
0.02 0.16 0.04
0.01 -0.05 0.03
-0.01 0.01 0.04
-0.06 -0.03 -0.08
-0.01 -0.03 -0.01
0.00 0.00 0.00
0.01 0.01 0.00
0.00 0.00 0.00
-0.01 -0.02 -0.01
0.02 0.00 0.03
0.00 0.00 0.00
0.02 0.01 0.01
-0.01 0.00 0.00
0.00 0.00 -0.01
0.00 -0.01 0.00
0.01 0.01 0.00
0.01 -0.01 0.00
0.00 0.00 0.00
0.00 0.01 -0.01
0.00 0.00 0.00
0.00 0.04 0.05
0.04 0.02 0.05
-0.05 0.20 -0.08
-0.04 0.05 -0.01
0.00 -0.02 -0.01
0.04 -0.13 -0.06
0.01 -0.01 0.01
-0.02 -0.02 -0.04
0.00 0.04 0.03
0.03 -0.02 0.04
0.03 0.08 0.05
-0.02 -0.02 -0.05
0.00 0.02 0.02
0.01 -0.03 -0.01
0.02 -0.02 0.01
-0.04 0.06 0.02
-0.02 -0.04 -0.02
0.01 -0.01 0.00
0.00 0.00 0.00
0.00 0.01 0.01
0.01 -0.01 0.00
-0.01 0.01 0.00
0.00 0.00 0.00
0.00 0.00 0.00
0.00 -0.01 0.00

Kohn-Sham gap (alpha / beta) = 8.711 / 5.394 eV
Multiplicity = 5
Energy relative to the best compared isomer or geometry (same formula, charge and spin) = 22.8 kJ/mol
HOMO (alpha / beta) = -17.219 / -17.517 eV
Expectation value of S² = 6.0281
Charge = +3
Energy = -55508.2831 eV
E_LUMO (alpha / beta) = -8.51 / -12.12 eV

Here are the Mulliken charges for atoms 1 to 4, given in e:
1 Pd 0.5376
2 C -0.6734
3 N 0.1394
4 C -0.0346

***

ORCA calculation (wB97M-V/def2-TZVPD) on a single C4H9NO molecule.

Element x y z (Å)
C1 1.453 0.174 -0.990
C2 0.390 0.182 0.116
C3 -0.653 1.285 -0.126
N1 -0.256 -1.126 0.230
C4 -1.081 -1.397 1.273
O1 -1.227 -0.675 2.242
H1 2.476 0.111 -0.610
H2 1.354 1.115 -1.524
H3 1.321 -0.630 -1.723
H4 0.870 0.370 1.085
H5 -1.346 1.332 0.716
H6 -1.224 1.086 -1.043
H7 -0.172 2.265 -0.236
H8 -0.281 -1.738 -0.574
H9 -1.624 -2.355 1.164

Forces on the atoms, in the same order (eV/Å):
0.01 0.06 -0.03
0.04 0.14 0.00
-0.04 -0.03 0.06
-0.13 0.03 0.07
-0.03 0.05 0.12
0.06 -0.24 -0.28
-0.18 -0.10 0.03
0.23 0.03 -0.20
-0.10 0.07 0.15
-0.12 0.00 -0.18
0.04 0.01 -0.13
0.14 -0.01 0.12
-0.03 -0.23 0.08
0.00 0.15 0.18
0.13 0.06 0.01

Kohn-Sham gap = 10.664 eV
Energy relative to the best compared isomer or geometry (same formula, charge and spin) = 48.2 kJ/mol
HOMO = -9.724 eV
Energy = -7831.8200 eV
E_LUMO = 0.94 eV

Here are the Mulliken charges for atoms 1 to 4, given in e:
1 C -1.1952
2 C 0.5905
3 C -1.4718
4 N -0.1987

***

ORCA calculation (wB97M-V/def2-TZVPD) on CH4Cl2P2 as an isolated structure.

Element x y z (Å)
C1 2.148 -0.048 -0.645
P1 -2.937 0.584 0.476
P2 0.308 0.118 -0.344
Cl1 2.762 -1.478 0.140
Cl2 3.081 1.238 -0.054
H1 -3.192 -0.576 1.006
H2 -2.366 1.016 1.861
H3 0.205 0.363 -1.693
H4 -0.009 -1.216 -0.746

Forces on the atoms, in the same order (eV/Å):
-0.50 -0.96 1.86
1.54 3.42 0.82
0.42 -0.65 -0.75
0.11 -0.81 -0.41
0.41 1.36 -0.39
-0.70 -3.02 1.12
-0.76 -0.39 -1.96
-0.71 1.00 -0.86
0.19 0.05 0.56

Kohn-Sham gap (alpha / beta) = 7.857 / 7.115 eV
Energy relative to the best compared isomer or geometry (same formula, charge and spin) = 471.2 kJ/mol
HOMO (alpha / beta) = -8.931 / -8.671 eV
Energy = -44719.6195 eV
E_LUMO (alpha / beta) = -1.07 / -1.56 eV

Here are the Mulliken charges for atoms 1 to 4, given in e:
1 C 0.1490
2 P -0.0821
3 P -0.0891
4 Cl -0.1523

***

ORCA calculation (wB97M-V/def2-TZVPD) on C38H29CoN6O7 as an isolated structure.

Element x y z (Å)
Co1 -0.608 0.136 0.124
C1 -2.626 -2.183 2.968
C2 -2.266 -1.571 4.153
C3 -1.328 -0.551 4.136
C4 -0.790 -0.152 2.923
N1 -1.188 -0.716 1.781
C5 -2.060 -1.719 1.793
C6 0.321 0.838 2.795
C7 0.883 1.482 3.885
C8 1.993 2.289 3.682
C9 2.507 2.415 2.407
C10 1.872 1.746 1.372
N2 0.800 0.993 1.562
H1 -3.334 -2.999 2.938
H2 -2.699 -1.892 5.092
H3 -1.018 -0.083 5.058
H4 -2.299 -2.139 0.822
H5 0.475 1.362 4.878
H6 2.449 2.806 4.516
H7 3.381 3.017 2.202
H8 2.229 1.822 0.351
O1 -3.244 3.280 0.582
C11 -2.716 2.192 0.362
O2 -1.529 1.848 0.652
C12 -3.576 1.124 -0.322
C13 -4.938 1.428 -0.584
C14 -5.713 0.493 -1.191
C15 -5.142 -0.750 -1.563
C16 -5.880 -1.770 -2.209
C17 -5.275 -2.943 -2.560
C18 -3.904 -3.144 -2.285
C19 -3.166 -2.179 -1.658
C20 -3.776 -0.957 -1.278
N3 -3.017 -0.011 -0.643
H9 -5.301 2.402 -0.291
H10 -6.760 0.681 -1.405
H11 -6.929 -1.599 -2.424
H12 -5.843 -3.719 -3.059
H13 -3.427 -4.070 -2.581
H14 -2.110 -2.309 -1.450
O3 3.066 2.793 -5.179
C21 3.271 1.948 -4.294
O4 4.315 1.318 -3.987
C22 2.083 1.580 -3.404
C23 1.436 2.555 -2.647
C24 0.510 2.181 -1.691
N4 0.197 0.899 -1.482
C25 0.745 -0.042 -2.267
C26 1.675 0.259 -3.237
C27 0.334 -1.461 -1.922
O5 0.596 -2.381 -2.681
O6 -0.310 -1.547 -0.808
H15 1.683 3.598 -2.791
H16 0.012 2.894 -1.043
H17 2.123 -0.550 -3.799
C28 6.839 -1.866 0.486
N5 5.540 -1.925 -0.173
N6 4.475 -2.151 0.716
C29 3.382 -1.319 0.363
O7 2.274 -1.401 0.860
C30 3.903 -0.460 -0.682
C31 5.167 -0.835 -0.952
C32 6.133 -0.220 -1.903
C33 4.324 -3.436 1.274
C34 3.483 -3.602 2.373
C35 3.326 -4.861 2.929
C36 4.009 -5.958 2.417
C37 4.847 -5.784 1.326
C38 5.000 -4.533 0.745
H18 6.976 -2.762 1.087
H19 6.927 -0.986 1.132
H20 7.614 -1.837 -0.277
H21 3.345 0.289 -1.216
H22 5.584 0.369 -2.642
H23 6.728 -0.985 -2.405
H24 6.817 0.451 -1.374
H25 2.948 -2.748 2.760
H26 2.662 -4.984 3.776
H27 3.885 -6.937 2.862
H28 5.374 -6.632 0.905
H29 5.621 -4.404 -0.131

Forces on the atoms, in the same order (eV/Å):
-0.59 0.26 -0.53
-0.03 -0.09 -0.13
0.07 0.09 0.13
-0.08 -0.08 0.07
0.25 0.13 0.07
-0.14 -0.05 -0.15
-0.03 0.00 -0.04
-0.15 -0.18 0.09
0.10 0.12 0.05
-0.10 -0.05 0.12
0.06 0.01 -0.12
-0.09 0.06 -0.05
0.15 -0.22 -0.06
0.01 0.02 0.01
0.00 0.00 0.00
0.01 0.00 0.01
0.01 0.02 0.13
0.00 -0.01 0.00
0.00 0.00 0.00
-0.01 0.01 0.01
0.00 -0.01 0.03
0.06 -0.11 0.00
-0.12 -0.03 0.03
0.25 0.12 0.12
-0.10 0.18 -0.01
0.07 0.00 0.01
-0.03 -0.03 -0.02
-0.03 0.01 0.01
0.01 0.04 0.01
0.05 -0.03 0.00
-0.07 -0.02 -0.02
-0.02 0.00 0.01
0.05 -0.06 -0.03
0.02 -0.05 -0.11
0.01 -0.01 0.01
0.01 0.00 0.00
0.01 0.00 0.01
0.01 0.01 0.00
0.00 0.01 0.00
-0.06 -0.01 -0.04
0.05 -0.07 0.26
0.16 -0.17 -0.27
-0.21 0.20 -0.05
-0.05 0.10 0.07
-0.01 0.01 -0.02
-0.06 -0.04 -0.04
0.09 -0.06 0.10
-0.01 0.00 0.07
0.07 -0.04 -0.03
0.01 -0.07 -0.07
-0.03 0.08 0.08
0.27 0.01 0.25
0.00 -0.02 0.00
0.02 0.00 0.01
0.01 0.03 0.02
0.02 0.05 0.02
-0.02 -0.10 -0.02
-0.02 0.07 0.04
-0.11 0.00 0.00
0.26 -0.01 0.06
-0.01 -0.04 -0.02
0.09 0.07 0.00
-0.02 0.00 0.01
-0.03 -0.02 -0.04
0.02 -0.01 -0.02
-0.02 0.01 0.01
0.01 0.01 0.00
0.00 0.00 -0.01
0.00 0.00 0.01
0.00 -0.02 -0.02
-0.02 -0.01 0.01
0.00 0.02 0.00
-0.02 0.00 0.00
0.00 -0.05 -0.02
-0.04 0.02 -0.01
0.02 -0.04 0.03
0.00 -0.01 0.00
0.01 0.00 -0.01
0.00 0.02 -0.01
-0.01 0.02 0.01
0.00 0.00 0.01

Kohn-Sham gap (alpha / beta) = 7.173 / 7.170 eV
Multiplicity = 2
Energy relative to the best compared isomer or geometry (same formula, charge and spin) = 0.0 kJ/mol
HOMO (alpha / beta) = -5.447 / -5.437 eV
Expectation value of S² = 0.8430
Charge = -1
Energy = -100782.4936 eV
E_LUMO (alpha / beta) = 1.73 / 1.73 eV

Here are the Mulliken charges for atoms 1 to 4, given in e:
1 Co 0.0755
2 C -1.0975
3 C -0.5078
4 C -0.8363

***

ORCA calculation (wB97M-V/def2-TZVPD) on a 2-piece molecular cluster, C2H5O2 overall.

Element x y z (Å)
O1 -1.331 0.264 -1.851
H1 -1.198 0.936 -1.207
O2 1.055 0.795 0.090
C1 0.748 0.084 1.102
C2 -0.033 -1.067 1.019
H2 0.778 0.340 2.158
H3 0.076 -1.849 0.210
H4 -0.835 -1.456 1.694
H5 -0.908 -0.549 -1.489

Forces on the atoms, in the same order (eV/Å):
-0.37 -1.62 -1.12
0.66 0.49 1.03
1.41 -0.16 1.26
-2.98 -0.79 -1.61
-0.36 -2.59 -0.79
0.69 1.44 0.57
-0.16 1.38 0.09
1.31 0.68 0.43
-0.21 1.17 0.14

Kohn-Sham gap = 6.956 eV
Energy relative to the best compared isomer or geometry (same formula, charge and spin) = 186.8 kJ/mol
HOMO = -2.131 eV
Charge = -1
Energy = -6249.2023 eV
E_LUMO = 4.82 eV

Here are the Mulliken charges for atoms 1 to 4, given in e:
1 O -0.7499
2 H 0.3189
3 O -0.7399
4 C 0.0197

***

- Among the records above, which one has the highest energy relative to the best compared isomer or geometry (same formula, charge and spin)?
  CH4Cl2P2